11
Properties=species:S:1:pos:R:3:mulliken_charge:R:1 method="wB97M-V/def2-TZVPD" e_lumo_ev=-0.89 de_lowest_kcal_mol=138.12 e_tot_ha=-491.64723 orbital_gap_ev=9.705
C 2.87 -0.89 0.04 -0.0523
C 1.71 -0.87 -0.18 -0.5869
C -0.89 0.67 0.75 -0.1868
C -0.94 0.59 -0.78 0.0211
C -0.48 -0.60 0.00 0.3555
F -2.13 0.61 1.38 -0.2617
F -2.12 0.45 -1.46 -0.2574
F -1.12 -1.75 0.04 -0.1892
H 3.88 -0.75 0.25 0.4036
H -0.32 1.22 1.39 0.4089
H -0.45 1.33 -1.42 0.3454

---

13
Properties=species:S:1:pos:R:3:mulliken_charge:R:1 method="wB97M-V/def2-TZVPD" e_lumo_ev=-1.39 de_lowest_kcal_mol=37.28 e_tot_ha=-601.23506 orbital_gap_ev=7.412
C 1.24 -1.04 -1.46 -0.0357
C 1.18 -1.91 -0.33 -0.1989
C -0.09 -0.13 -0.02 0.1635
C -1.11 0.64 0.54 0.0046
C -1.18 2.97 0.04 0.1583
N 0.49 0.01 -1.27 -0.4613
N 0.40 -1.30 0.53 0.0051
F -1.58 0.17 1.71 -0.2084
F -0.69 3.14 1.32 -0.1418
F -2.53 3.14 0.21 -0.1516
H 1.87 -1.23 -2.39 0.3381
H 1.96 -2.69 -0.16 0.3286
H 0.05 -1.76 1.29 0.1995